Record 1
Computed, not measured: one molecule with the formula C2H7BrSi, with ωB97M-V with the def2-TZVPD basis set.

```
11
C2H7BrSi ωB97M-V with the def2-TZVPD basis set
C 0.1462 -0.1266 -1.2940
C -0.5061 -0.4080 0.0157
Si 0.5386 0.3766 1.4298
Br -2.6023 0.1500 -0.0903
H 0.3517 0.9012 -1.4153
H 1.0422 -0.5655 -1.6062
H -0.4864 -0.2547 -2.1470
H -0.6655 -1.5301 0.1752
H 1.6629 -0.4899 1.7119
H 0.8193 1.5746 0.6044
H -0.3006 0.3722 2.6160
```

Calculated values
SMILES = C[C@@H]([SiH3])Br
largest force on an atom = 2.722 eV Å⁻¹
gap between HOMO and LUMO = 10.16 eV
energy relative to the best compared isomer or geometry (same formula, charge and spin) = 50.01 kcal/mol

***

Record 2
Computed, not measured: one molecule with the formula C10H25N2O2P, with ωB97M-V with the def2-TZVPD basis set.

```
40
C10H25N2O2P ωB97M-V with the def2-TZVPD basis set
C 0.1615 -1.8159 2.0525
P -0.7118 -0.5004 0.9108
C -0.5210 -1.7563 -0.5146
C -1.1236 -1.2735 -1.9594
C -2.6209 -0.6089 -1.9064
N -3.6717 -1.5565 -1.3234
C 0.1981 0.9013 -0.0142
C 1.5886 0.4462 -0.7659
C 2.6686 1.7147 -0.6191
C 3.6848 1.8099 -1.9256
N 4.9972 1.1771 -1.4864
C -1.0365 0.6797 2.4268
C -2.4655 0.1917 3.1459
O -2.6876 -1.0917 3.5260
O -3.5381 1.2188 3.3495
H -0.6437 -2.6458 2.3414
H 0.5538 -1.3591 3.0557
H 1.0214 -2.3938 1.4938
H -2.1726 -0.6450 0.8461
H -1.1489 -2.7207 -0.1979
H 0.5948 -2.1586 -0.6418
H -1.2234 -2.2602 -2.6237
H -0.4370 -0.5484 -2.5694
H -2.5867 0.4214 -1.3159
H -2.9293 -0.3823 -3.0289
H -4.2499 -0.9711 -0.6505
H -3.2283 -2.3581 -0.8152
H 0.5237 1.6929 0.8178
H -0.5269 1.5150 -0.7373
H 1.4738 0.2862 -1.9338
H 2.0650 -0.5198 -0.3006
H 1.9890 2.6902 -0.6824
H 3.2570 1.6887 0.4042
H 3.8816 2.9503 -2.1046
H 3.2562 1.3217 -2.8989
H 4.7803 0.3345 -0.8745
H 5.4064 1.8889 -0.8105
H -0.1402 0.7032 3.1831
H -1.2525 1.7984 2.0772
H -3.1856 2.1353 3.0702
```

Calculated values
SMILES = C[PH](CCCN)(CCCCN)CC(=O)O
largest force on an atom = 9.085 eV Å⁻¹
gap between HOMO and LUMO = 8.86 eV

***

Record 3
Computed, not measured: C54H39N6O3P2SV as an isolated structure, with ωB97M-V with the def2-TZVPD basis set.

```
106
C54H39N6O3P2SV ωB97M-V with the def2-TZVPD basis set
V 0.0444 -0.1986 -0.0882
N -1.6756 2.4482 -0.4757
P -1.2169 1.7185 0.9472
C -2.7165 1.3689 1.9028
C -2.6399 0.6175 3.0747
C -3.7784 0.3829 3.8238
C -5.0028 0.8907 3.4104
C -5.0880 1.6279 2.2401
C -3.9490 1.8632 1.4850
C -0.3544 2.9578 1.9456
C -0.1824 4.2454 1.4483
C 0.4538 5.2097 2.2201
C 0.9260 4.8866 3.4803
C 0.7752 3.5951 3.9696
C 0.1431 2.6323 3.2062
P -1.0989 1.4875 -1.7751
C -0.6364 2.7407 -3.0130
C -1.4648 3.8623 -3.1018
C -1.1944 4.8704 -4.0096
C -0.0883 4.7733 -4.8410
C 0.7289 3.6577 -4.7717
C 0.4553 2.6398 -3.8676
C -2.6281 0.7679 -2.4376
C -3.4880 0.1161 -1.5603
C -4.6433 -0.4891 -2.0271
C -4.9453 -0.4446 -3.3794
C -4.0911 0.2053 -4.2608
C -2.9339 0.8070 -3.7954
H -2.2886 3.2492 -0.5598
H -1.6996 0.1901 3.3973
H -3.7124 -0.2075 4.7274
H -5.8917 0.7027 3.9963
H -6.0403 2.0186 1.9094
H -4.0363 2.4209 0.5619
H -0.5216 4.5050 0.4537
H 0.5816 6.2096 1.8297
H 1.4221 5.6370 4.0803
H 1.1633 3.3360 4.9445
H 0.0685 1.6213 3.5847
H -2.3574 3.9438 -2.4930
H -1.8522 5.7260 -4.0734
H 0.1266 5.5622 -5.5486
H 1.5826 3.5676 -5.4292
H 1.0779 1.7595 -3.8560
H -3.2732 0.0794 -0.4952
H -5.3000 -0.9975 -1.3348
H -5.8456 -0.9160 -3.7479
H -4.3266 0.2427 -5.3156
H -2.2673 1.3002 -4.4898
N 5.1980 -5.0439 7.2667
C 4.5751 -4.4347 6.5199
C 3.7996 -3.6721 5.5842
C 2.6369 -3.0346 6.0063
C 1.8921 -2.3021 5.1003
C 2.3095 -2.1932 3.7773
C 3.4788 -2.8266 3.3622
C 4.2218 -3.5724 4.2602
C 1.5321 -1.4028 2.7908
C 2.1100 -0.2645 2.2624
C 3.2918 0.3877 2.7173
C 3.3953 1.5664 2.0250
C 2.2912 1.5983 1.1504
N 1.5186 0.5296 1.2760
C 0.2382 -1.8421 2.4599
C -0.5113 -2.8660 3.0484
C -1.7785 -2.8337 2.4712
C -1.7522 -1.8183 1.5303
N -0.5385 -1.2127 1.4929
H 2.3249 -3.1148 7.0379
H 0.9893 -1.8013 5.4237
H 3.7998 -2.7411 2.3328
H 5.1250 -4.0735 3.9427
H 3.9408 0.0233 3.4953
H 4.1487 2.3281 2.1196
H 2.0608 2.3717 0.4329
H -0.1584 -3.5410 3.8092
H -2.6142 -3.4766 2.6838
H -2.5440 -1.5174 0.8645
O -0.0893 -0.1609 -3.4003
C -0.2398 -1.2739 -2.9130
N -0.4299 -1.4813 -1.5607
S -0.7107 -3.1181 -1.2458
O -2.0918 -3.3248 -0.9298
O 0.2842 -3.5924 -0.3271
C -0.4057 -3.6389 -2.8913
C -0.4159 -4.9281 -3.3857
C -0.1906 -5.0725 -4.7494
C 0.0200 -3.9649 -5.5689
C 0.0128 -2.6793 -5.0493
C -0.2036 -2.5363 -3.6872
H -0.5857 -5.7832 -2.7476
H -0.1785 -6.0625 -5.1836
H 0.1936 -4.1152 -6.6249
H 0.1755 -1.8110 -5.6724
N 6.6607 -0.7291 -3.4447
C 5.6390 -0.6197 -2.9326
C 4.3623 -0.4818 -2.2959
C 3.8247 -1.5460 -1.5724
C 2.5824 -1.4133 -0.9736
C 1.8722 -0.2228 -1.0777
C 2.4242 0.8370 -1.7784
C 3.6582 0.7139 -2.3974
H 4.3734 -2.4744 -1.4918
H 2.1697 -2.2651 -0.4410
H 1.9098 1.7908 -1.8421
H 4.0770 1.5431 -2.9514
```

Calculated values
charge = +1
spin multiplicity = 2
largest force on an atom = 0.953 eV Å⁻¹
gap between HOMO and LUMO (spin up / spin down) = 6.26 / 6.55 eV
energy relative to the best compared isomer or geometry (same formula, charge and spin) = 0.00 kcal/mol

***

Record 4
Computed, not measured: C11H18AuI2N2O3S as an isolated structure, with ωB97M-V with the def2-TZVPD basis set.

```
38
C11H18AuI2N2O3S ωB97M-V with the def2-TZVPD basis set
Au 0.6260 0.5111 0.0982
I 2.9537 -0.8230 -0.8128
I 2.0120 -1.9657 -3.0032
C 0.7178 -6.9619 -0.9282
C 0.1276 -5.6340 -0.5999
C -0.6177 -4.9242 -1.5432
C -1.1824 -3.7031 -1.2292
C -1.0032 -3.1755 0.0370
C -0.2715 -3.8593 0.9831
C 0.2941 -5.0824 0.6657
S -1.7557 -1.6021 0.3846
O -1.3277 -1.2517 1.7811
O -3.1756 -1.6839 0.2425
O -1.1359 -0.6418 -0.6038
H 0.6182 -7.1844 -1.9890
H 0.2144 -7.7523 -0.3698
H 1.7742 -6.9963 -0.6665
H -0.7594 -5.3369 -2.5326
H -1.7603 -3.1606 -1.9618
H -0.1435 -3.4410 1.9720
H 0.8662 -5.6147 1.4125
N -1.8414 0.5988 3.7489
C -2.1457 1.8927 3.0810
C -1.2987 1.9428 1.8204
N 0.1459 1.6650 2.0420
C 0.4942 0.6680 3.0837
C -0.4492 0.6666 4.2788
H -1.9001 -0.1894 3.0212
H -2.5000 0.4292 4.5068
H -1.9452 2.6821 3.8097
H -3.1983 1.9158 2.8021
H -1.3868 2.9055 1.3189
H -1.7113 1.1952 1.1630
H 0.5989 2.5390 2.2792
H 1.5240 0.8480 3.3984
H 0.4396 -0.3218 2.6596
H -0.3931 1.5594 4.9070
H -0.2489 -0.2145 4.8892
```

Calculated values
charge = +1
largest force on an atom = 1.014 eV Å⁻¹
gap between HOMO and LUMO = 7.00 eV
energy relative to the best compared isomer or geometry (same formula, charge and spin) = 3.55 kcal/mol